No. 1
ORCA calculation (wB97M-V/def2-TZVPD) on 2 unconnected molecules or ions with the total composition C3H9NO2 in a non-equilibrium geometry.

Summary:
* E_tot: -324.90834 Ha
* relative energy (zero: lowest compared OMol25 entry of this formula, charge and spin): 1.749 eV
* HOMO energy: -9.1 eV
* SMILES string: CCNC=O.O
* Kohn-Sham gap: 9.538 eV

The geometry in ORCA input format:
```
! wB97M-V def2-TZVPD RIJCOSX def2/J DEFGRID3
* xyz 0 1
C -1.398 -0.501 1.422
N -0.457 -0.613 0.446
C -0.144 0.451 -0.548
C -0.564 1.920 -0.235
O -1.615 -1.593 2.052
H -1.854 0.468 1.501
H -0.163 -1.518 0.228
H -0.454 0.180 -1.561
H 0.998 0.425 -0.535
H -0.524 2.481 -1.160
H 0.222 2.251 0.392
H -1.518 2.169 0.239
H 2.182 -2.819 -0.756
H 3.107 -1.545 -0.747
O 2.183 -1.755 -0.736
*
```

---

No. 2
ORCA calculation (wB97M-V/def2-TZVPD) on 2 unconnected molecules or ions with the total composition C3H9NO2 in a non-equilibrium geometry.

Summary:
* E_tot: -324.92837 Ha
* relative energy (zero: lowest compared OMol25 entry of this formula, charge and spin): 1.204 eV
* HOMO energy: -9.8 eV
* SMILES string: CC(=O)O.CN
* Kohn-Sham gap: 10.444 eV

The geometry in ORCA input format:
```
! wB97M-V def2-TZVPD RIJCOSX def2/J DEFGRID3
* xyz 0 1
C -1.554 1.259 1.771
N -2.318 0.689 0.638
H -2.624 1.401 0.007
H -3.083 0.085 0.891
H -0.663 0.149 -0.455
H -0.765 0.513 1.950
H -2.032 1.131 2.731
H -1.160 2.218 1.469
C 1.777 0.279 0.223
C 1.149 -0.701 -0.761
O -0.147 -0.436 -1.027
O 1.660 -1.611 -1.341
H 2.518 -0.097 0.915
H 0.946 0.788 0.705
H 2.172 1.079 -0.415
*
```

---

No. 3
ORCA calculation (wB97M-V/def2-TZVPD) on 2 unconnected molecules or ions with the total composition C3H9NO2 in a non-equilibrium geometry.

Summary:
* E_tot: -324.94779 Ha
* relative energy (zero: lowest compared OMol25 entry of this formula, charge and spin): 0.675 eV
* HOMO energy: -9.9 eV
* SMILES string: CCC(N)=O.O
* Kohn-Sham gap: 10.717 eV

The geometry in ORCA input format:
```
! wB97M-V def2-TZVPD RIJCOSX def2/J DEFGRID3
* xyz 0 1
C 0.569 -0.974 -0.363
C -0.605 -0.387 -1.185
C -0.327 1.018 -1.657
N -0.332 1.209 -3.013
O -0.102 1.912 -0.882
H 1.028 -1.816 -0.870
H 1.323 -0.196 -0.225
H 0.248 -1.229 0.644
H -1.528 -0.294 -0.600
H -0.889 -1.162 -1.896
H -0.668 0.467 -3.608
H -0.012 2.052 -3.415
H 0.884 -0.556 6.287
H 0.209 -0.038 4.911
O 0.202 -0.006 5.873
*
```